12
Properties=species:S:1:pos:R:3 method="wB97M-V/def2-TZVPD" total_energy_ha=-360.533417 total_charge=0 orbital_gap_ev=9.28
N -2.238 -0.314 -0.406
C -0.929 -0.017 -0.119
C 0.245 -0.631 -0.231
C 1.270 0.410 0.120
O 2.361 0.056 0.916
C 0.500 1.609 0.632
O -0.762 1.308 0.356
H -2.907 0.197 0.153
H -2.446 -1.301 -0.465
H 0.429 -1.637 -0.584
H 2.869 -0.609 0.437
H 1.609 0.928 -0.809